{
  "formula": "C4H11O2S",
  "method": "ωB97M-V/def2-TZVPD",
  "orbital_gap_ev": [9.958, 7.114],
  "spin_multiplicity": 2,
  "lumo_energy_ev": [0.556, -1.893],
  "largest_force_ev_per_a": 1.864,
  "energy_ha": -707.599793,
  "relative_energy_kcal_mol": 0.00,
  "homo_ha": [-0.3455, -0.3310],
  "symbols": ["C", "O", "C", "C", "C", "S", "H", "H", "H", "H", "H", "H", "H", "H", "H", "H", "H", "O"],
  "coordinates": [[-0.8731, 0.9649, -0.6660], [-1.9797, 1.0343, -1.5659], [-1.3290, 0.4186, 0.7090], [-0.2043, 0.0545, 1.6687], [1.1607, -0.4445, 1.1529], [2.1059, 0.7781, 0.2106], [-0.5971, 1.9949, -0.5539], [-0.1214, 0.2699, -1.0543], [-1.9561, 1.1680, 1.1836], [-1.9639, -0.4397, 0.4639], [0.0633, 0.9070, 2.2558], [-0.4718, -0.6730, 2.4044], [1.1438, -1.3667, 0.5644], [1.8180, -0.6159, 2.0140], [-0.7858, -3.1836, -0.5692], [-0.5324, -1.8005, -1.1196], [-2.3287, 0.1552, -1.7461], [-0.5231, -2.7289, -1.3841]],
  "forces_ev_per_angstrom": [[-1.569, -0.799, 0.613], [0.063, 0.059, -0.035], [0.264, -0.166, -0.760], [1.138, -0.088, -0.115], [0.031, 0.343, -0.717], [0.009, -0.054, 0.117], [0.911, 0.278, -0.189], [0.413, 0.559, -0.235], [-0.225, -0.042, 0.015], [0.012, -0.124, 0.273], [0.002, 0.854, 0.341], [-0.804, -0.631, 0.413], [-0.167, -0.014, 0.181], [-0.148, -0.149, 0.003], [0.083, -0.013, -0.336], [0.080, -0.069, -0.166], [0.083, -0.028, 0.070], [-0.177, 0.084, 0.527]]
}